No. 1
One molecule with the formula C3H3N3S, computed with the ωB97M-V functional and the def2-TZVPD basis.

```
! RIJCOSX wB97M-V def2-TZVPD def2/J DEFGRID3
* xyz 0 1
C -0.176 -1.572 -0.285
C 0.425 1.218 -0.394
C 1.420 0.354 -0.127
N -1.127 -1.040 0.208
N -0.780 1.262 0.151
N -1.216 0.235 0.886
S 2.848 -0.226 0.107
H 0.270 -2.440 -0.640
H 0.501 1.935 -1.097
H -2.165 0.273 1.189
*
```

The value obtained for the maximum force is 3.499 eV Å⁻¹. The gap between HOMO and LUMO (spin up / spin down) comes out at 6.48 / 6.60 eV. The total energy is -678.339075 a.u. The calculation puts the HOMO energy (spin up / spin down) at -7.2 / -7.2 eV. For the energy relative to the best compared isomer or geometry (same formula, charge and spin), the calculation gives 6.5366 eV.


No. 2
A 2-piece molecular cluster, C3H9NO2 overall, computed with the ωB97M-V functional and the def2-TZVPD basis.

```
! RIJCOSX wB97M-V def2-TZVPD def2/J DEFGRID3
* xyz 1 2
C -1.201 0.707 2.325
C -0.732 0.500 0.928
O -0.908 -0.743 0.476
O -0.239 1.354 0.224
H -2.117 0.138 2.463
H -1.417 1.740 2.567
H -0.482 0.389 3.080
C 1.575 -0.751 -1.404
N 0.316 -0.268 -1.898
H 0.137 0.707 -1.600
H 0.144 -0.447 -2.895
H -0.748 -0.841 -0.476
H 2.338 0.000 -1.665
H 1.810 -1.727 -1.815
H 1.523 -0.758 -0.311
*
```

The value obtained for the maximum force is 3.194 eV Å⁻¹. The gap between HOMO and LUMO (spin up / spin down) comes out at 11.50 / 5.69 eV. The total energy is -324.608158 a.u. The calculation puts the HOMO energy (spin up / spin down) at -15.1 / -15.0 eV. For the energy relative to the best compared isomer or geometry (same formula, charge and spin), the calculation gives 0.4733 eV.


No. 3
C14H31AlNO4 as an isolated structure, computed with the ωB97M-V functional and the def2-TZVPD basis.

```
! RIJCOSX wB97M-V def2-TZVPD def2/J DEFGRID3
* xyz -1 1
C 4.416 0.116 -1.281
C 3.081 -0.580 -1.569
C 2.200 -0.769 -0.318
C 2.096 -2.232 0.100
N 1.100 -2.958 -0.708
Al -0.226 -3.861 0.342
O -1.882 -3.584 -0.392
C -1.904 -2.953 -1.644
C -1.942 -1.393 -1.600
C -1.040 -0.822 -2.715
C -1.655 -0.800 -0.223
C -1.560 0.755 -0.335
C -2.746 -1.103 0.777
H 4.695 0.746 -2.121
H 5.218 -0.583 -1.075
H 4.318 0.776 -0.426
H 2.528 0.027 -2.279
H 3.232 -1.545 -2.037
H 2.625 -0.206 0.507
H 1.216 -0.365 -0.518
H 3.083 -2.669 -0.079
H 1.912 -2.294 1.173
H 1.585 -3.702 -1.197
H 0.090 -5.446 0.429
H -0.285 -3.260 1.846
H -1.060 -3.294 -2.247
H -2.803 -3.284 -2.181
H -2.964 -1.099 -1.843
H -1.627 -0.217 -3.402
H -0.600 -1.613 -3.309
H -0.216 -0.227 -2.339
H -0.688 -1.131 0.138
H -1.890 1.193 0.602
H -2.212 1.082 -1.140
H -0.555 1.089 -0.566
H -2.459 -0.699 1.746
H -3.685 -0.629 0.487
H -2.908 -2.165 0.906
C -1.362 4.834 3.232
C -0.239 4.205 2.446
C -0.580 3.845 1.016
O 0.283 2.735 0.768
C 0.536 2.129 1.959
O 1.040 1.066 2.081
O 0.110 2.922 2.985
H -1.682 5.765 2.765
H -2.212 4.154 3.292
H -1.043 5.049 4.252
H 0.655 4.836 2.483
H -0.377 4.646 0.309
H -1.616 3.513 0.902
*
```

The value obtained for the maximum force is 1.197 eV Å⁻¹. The gap between HOMO and LUMO comes out at 6.53 eV. The total energy is -1150.265583 a.u. The calculation puts the HOMO energy at -4.2 eV.


No. 4
One molecule with the formula C7H13N3O4, computed with the ωB97M-V functional and the def2-TZVPD basis.

```
! RIJCOSX wB97M-V def2-TZVPD def2/J DEFGRID3
* xyz 0 1
C 2.330 -0.530 -0.604
C 1.967 -0.224 0.857
C 3.734 -1.116 -0.695
C -0.512 0.010 0.272
C -0.968 1.450 -0.041
C -1.638 -0.806 0.894
C -2.685 -1.124 -0.171
H 2.284 0.540 -2.348
H 2.884 1.357 -1.098
H 1.633 -1.281 -0.996
H 4.443 -0.423 -0.216
H 3.797 -2.047 -0.162
H 3.991 -1.268 -1.725
H 0.513 0.285 2.106
H -0.238 -0.482 -0.684
H -1.240 -1.779 1.229
H -2.083 -0.297 1.748
H -3.803 0.494 0.376
H -4.503 -0.517 -0.869
H 0.701 1.647 -0.958
N 2.154 0.717 -1.349
N 0.659 0.036 1.136
N -3.856 -0.418 -0.071
O 2.820 -0.179 1.730
O -2.031 1.883 0.345
O -2.478 -1.961 -1.027
O -0.115 2.190 -0.734
*
```

The value obtained for the maximum force is 1.152 eV Å⁻¹. The gap between HOMO and LUMO comes out at 10.43 eV. The total energy is -739.841734 a.u. The calculation puts the HOMO energy at -9.9 eV. For the energy relative to the best compared isomer or geometry (same formula, charge and spin), the calculation gives 0.0213 eV. As for the SMILES: C[C@H](N)C(=O)N[C@@H](CC(N)=O)C(=O)O.


No. 5
One molecule with the formula C4H5N3, computed with the ωB97M-V functional and the def2-TZVPD basis.

```
! RIJCOSX wB97M-V def2-TZVPD def2/J DEFGRID3
* xyz 0 1
C 1.027 -0.193 0.007
C 0.358 1.130 -0.068
C -1.034 1.102 0.084
C 0.144 -1.256 -0.038
H 2.755 -0.959 0.172
H 0.743 2.156 -0.232
H -1.609 1.904 -0.137
H -2.719 -0.150 -0.255
H 0.679 -2.165 0.083
N 2.374 -0.028 0.147
N -1.637 -0.160 0.323
N -1.080 -1.382 -0.086
*
```

The value obtained for the maximum force is 8.781 eV Å⁻¹. The gap between HOMO and LUMO comes out at 8.48 eV. The total energy is -319.549638 a.u. The calculation puts the HOMO energy at -8.5 eV. For the energy relative to the best compared isomer or geometry (same formula, charge and spin), the calculation gives 4.4238 eV. As for the SMILES: [H]/N=c1/cc[nH]nc1.


No. 6
One molecule with the formula C2H3FS, computed with the ωB97M-V functional and the def2-TZVPD basis.

```
! RIJCOSX wB97M-V def2-TZVPD def2/J DEFGRID3
* xyz 0 1
C -1.093 0.475 0.039
C 0.175 -0.339 0.168
H -0.894 1.162 -0.760
H -1.294 1.102 0.973
H -0.138 -1.343 0.110
F -2.243 -0.245 -0.095
S 1.752 0.029 -0.044
*
```

The value obtained for the maximum force is 3.501 eV Å⁻¹. The gap between HOMO and LUMO comes out at 8.50 eV. The total energy is -576.005060 a.u. The calculation puts the HOMO energy at -9.2 eV. For the energy relative to the best compared isomer or geometry (same formula, charge and spin), the calculation gives 0.6238 eV. As for the SMILES: FCC=S.